No. 1
{
  "formula": "C19H42B3N3O7S",
  "method": "ωB97M-V with the def2-TZVPD basis set",
  "elements": ["S", "O", "O", "O", "O", "O", "O", "O", "N", "N", "N", "C", "C", "C", "C", "C", "C", "C", "C", "C", "C", "C", "C", "C", "C", "C", "C", "C", "C", "C", "B", "B", "B", "H", "H", "H", "H", "H", "H", "H", "H", "H", "H", "H", "H", "H", "H", "H", "H", "H", "H", "H", "H", "H", "H", "H", "H", "H", "H", "H", "H", "H", "H", "H", "H", "H", "H", "H", "H", "H", "H", "H", "H", "H", "H"],
  "coordinates": [[-5.32875, -1.67554, 6.75414], [-4.17025, -1.47769, 5.83817], [-6.92063, -0.39475, 3.52091], [2.52498, -0.95524, -2.39301], [-5.22873, 1.22033, 4.05831], [-7.26852, 0.93212, 5.47518], [-5.35808, -0.68831, 7.86056], [-0.93046, 2.93862, 1.66161], [-1.30135, 1.91253, 0.93586], [3.80085, -0.89615, -2.68452], [-6.56431, 3.20530, 4.80706], [-1.31764, 1.13379, -1.42438], [5.78474, -2.37291, -2.92964], [-0.73190, 3.43379, -0.97301], [4.24877, -2.27533, -3.01301], [3.24212, 1.44249, -3.36401], [4.05899, -1.70532, -5.48770], [5.45458, 0.58193, -3.83306], [-1.61042, 0.81791, 3.16091], [0.87172, 1.65188, -0.28188], [1.10589, 0.32715, 0.42629], [-1.05311, 0.68085, 1.73527], [-6.89028, -1.68609, 5.81134], [3.76061, -2.72408, -4.39750], [3.49748, -0.33378, -5.11317], [-0.61449, 2.02082, -0.37837], [3.97680, 0.14509, -3.73507], [-1.83641, -0.51685, 1.15556], [0.43861, 0.32298, 1.80233], [3.76982, -3.29759, -1.96922], [-5.58413, 0.08703, 3.30847], [-7.04877, -0.35287, 4.93556], [-6.33868, 1.76031, 4.76324], [5.88716, 0.73497, -2.84272], [3.47014, 2.22520, -4.08843], [3.55774, 1.79964, -2.38105], [4.08143, -3.00724, -0.96380], [-1.37322, -0.96858, 0.28173], [-1.08169, 1.56447, 3.75278], [6.10355, -3.41491, -2.98571], [1.30951, 1.61586, -1.28212], [-2.66957, 1.08238, 3.14102], [3.62506, -2.03053, -6.43667], [2.40387, -0.39305, -5.12487], [-7.71535, -1.79253, 6.53681], [6.08521, -0.10892, -4.38673], [1.41471, 2.43540, 0.25825], [-0.93662, 1.34916, -2.42414], [-1.89244, -1.32514, 1.88675], [2.68736, -3.42562, -1.97088], [-1.15889, 0.06819, -1.28778], [-2.86007, -0.23334, 0.90288], [6.14963, -1.96695, -1.98406], [-1.77644, 3.74446, -1.04411], [3.77238, 0.39839, -5.87594], [-5.66498, 3.62289, 5.03937], [-4.87346, -0.50324, 2.57974], [4.21489, -3.68451, -4.65508], [4.20249, -4.27606, -2.18095], [0.56490, -0.65582, 2.27120], [2.15831, 1.32637, -3.35755], [-2.39359, 1.32149, -1.43363], [-0.31167, 3.44977, -1.97968], [2.17753, 0.14520, 0.53955], [-5.23074, -2.92165, 7.35010], [5.53808, 1.52532, -4.37477], [-7.17795, 3.39394, 5.59344], [0.73478, -0.50504, -0.17928], [-6.84283, -2.53541, 5.10475], [0.96335, 1.03930, 2.44377], [6.31042, -1.87488, -3.73906], [2.67972, -2.89777, -4.37106], [-0.18907, 4.18080, -0.39387], [5.13627, -1.63771, -5.67008], [-1.51896, -0.12673, 3.69865]],
  "forces_ev_per_angstrom": [[2.59, 3.06, 0.55], [-2.61, -1.11, 1.04], [1.79, -0.44, 1.51], [0.55, 0.32, 0.69], [-1.43, -0.96, -0.41], [1.76, -1.41, -1.46], [-0.80, -2.08, -1.78], [-0.91, -0.07, -0.23], [2.31, 1.25, 1.27], [-2.63, -0.63, -1.15], [0.95, -1.81, 0.96], [-0.01, -0.41, -0.06], [0.29, 0.13, -0.25], [-0.03, 0.34, 0.59], [1.65, -1.36, 0.35], [-0.48, -0.27, 0.32], [0.09, 0.16, -0.13], [0.29, -0.15, -0.11], [0.07, 0.64, 0.07], [0.21, -0.11, 0.35], [-0.04, -0.25, 0.12], [-0.89, -1.94, 0.51], [0.21, -0.22, 0.06], [-0.23, 0.25, -0.27], [-0.21, -0.54, -0.01], [-0.35, -0.24, -2.08], [1.36, 1.61, -0.57], [0.03, -0.21, -0.30], [0.36, 0.39, -0.33], [-0.58, 0.33, 0.17], [-0.91, 0.70, 0.65], [-0.90, 1.28, -0.43], [-0.58, 1.48, 0.48], [-0.03, -0.07, -0.01], [0.15, -0.16, -0.06], [-0.02, -0.05, 0.00], [-0.03, 0.05, -0.03], [-0.03, 0.11, -0.06], [-0.04, 0.11, -0.17], [-0.19, -0.03, 0.08], [-0.21, 0.01, -0.02], [0.04, 0.05, -0.01], [-0.03, -0.01, 0.05], [0.01, 0.03, 0.17], [0.40, -0.05, -0.21], [-0.02, -0.08, 0.11], [-0.19, 0.08, 0.06], [0.05, 0.18, 0.09], [0.02, 0.18, 0.15], [0.03, 0.18, 0.02], [-0.03, 0.02, 0.08], [0.05, 0.05, -0.03], [-0.06, 0.03, -0.03], [0.02, -0.02, 0.06], [0.07, 0.11, 0.16], [-0.13, 0.46, -0.54], [0.19, 0.24, -0.18], [0.08, 0.03, 0.19], [0.13, 0.12, -0.14], [-0.21, 0.00, 0.02], [0.06, -0.14, 0.08], [0.04, 0.01, 0.07], [-0.01, -0.23, 0.03], [-0.02, 0.04, -0.04], [-0.32, 0.43, -0.57], [-0.21, 0.02, 0.07], [-0.18, 0.22, -0.22], [0.01, 0.06, -0.02], [-0.01, 0.21, 0.52], [-0.16, 0.09, 0.01], [-0.05, 0.08, 0.04], [0.01, 0.09, 0.18], [-0.11, -0.09, 0.12], [-0.02, 0.00, 0.07], [0.04, -0.08, -0.22]],
  "mulliken_spin": [0.00, 0.00, 0.00, 0.59, 0.00, 0.00, 0.00, 0.60, 0.32, 0.32, 0.00, 0.02, 0.01, -0.01, 0.04, -0.03, -0.02, 0.01, -0.02, 0.03, -0.04, 0.02, 0.00, 0.02, 0.02, 0.02, 0.04, 0.02, 0.02, 0.00, 0.00, 0.00, 0.00, -0.01, 0.00, 0.00, 0.00, 0.00, 0.00, 0.00, 0.00, 0.01, 0.00, 0.00, 0.00, 0.00, 0.00, 0.00, 0.00, 0.00, 0.00, -0.01, -0.01, 0.00, 0.00, 0.00, 0.00, 0.00, 0.00, 0.00, 0.00, -0.01, 0.00, 0.01, 0.00, 0.00, 0.00, 0.01, 0.00, 0.01, 0.00, 0.00, 0.00, 0.00, 0.00],
  "e_lumo_ev": [0.0149, -0.0021],
  "homo_lumo_gap_ev": [8.33, 9.06],
  "total_charge": 0,
  "spin_multiplicity": 3
}

No. 2
{
  "formula": "C2H3Pr",
  "method": "ωB97M-V with the def2-TZVPD basis set",
  "elements": ["Pr", "C", "C", "H", "H", "H"],
  "coordinates": [[1.57042, 0.20531, 0.10193], [-0.87317, -0.63158, -0.02889], [-0.96975, 0.65409, 0.00577], [-1.74366, 1.43123, 0.02330], [-1.51886, -1.51760, -0.05924], [3.53503, -0.14145, -0.04287]],
  "forces_ev_per_angstrom": [[-0.65, 0.40, 0.08], [-0.43, 2.30, 0.10], [-0.29, -2.72, -0.10], [0.66, 0.02, -0.02], [0.56, 0.17, -0.02], [0.15, -0.18, -0.05]],
  "mulliken_spin": [2.55, 0.20, 0.22, 0.06, 0.07, -0.10],
  "e_lumo_ev": [-5.4569, -5.8339],
  "homo_lumo_gap_ev": [7.35, 7.65],
  "total_charge": 1,
  "spin_multiplicity": 4
}

No. 3
{
  "formula": "C22H63ClN9O11",
  "method": "ωB97M-V with the def2-TZVPD basis set",
  "elements": ["Cl", "O", "O", "O", "O", "O", "O", "O", "O", "O", "O", "O", "N", "N", "N", "N", "N", "N", "N", "N", "N", "C", "C", "C", "C", "C", "C", "C", "C", "C", "C", "C", "C", "C", "C", "C", "C", "C", "C", "C", "C", "C", "C", "H", "H", "H", "H", "H", "H", "H", "H", "H", "H", "H", "H", "H", "H", "H", "H", "H", "H", "H", "H", "H", "H", "H", "H", "H", "H", "H", "H", "H", "H", "H", "H", "H", "H", "H", "H", "H", "H", "H", "H", "H", "H", "H", "H", "H", "H", "H", "H", "H", "H", "H", "H", "H", "H", "H", "H", "H", "H", "H", "H", "H", "H", "H"],
  "coordinates": [[0.21080, -0.51255, -0.02978], [-1.07007, -0.49563, 0.64059], [5.34195, 0.09478, -0.85360], [1.28657, -0.13828, 0.84957], [-3.78538, 1.45539, -1.70049], [0.48350, -1.84221, -0.54976], [0.20685, 0.42773, -1.14549], [2.48412, 3.25806, 3.63976], [-4.00439, -2.70079, -1.22122], [1.99552, -3.52237, -2.83960], [-1.61394, -0.35416, 4.65581], [3.54822, 5.88281, -1.98400], [1.12691, -1.04421, -3.89450], [4.04749, -0.67032, 0.88933], [3.85066, -1.63132, -1.23672], [-4.06263, 1.49553, 0.98125], [2.94530, 2.03251, 1.74389], [1.73302, -1.27525, 3.86168], [-3.47901, -1.70365, 2.34841], [2.71234, 2.41544, -1.67692], [1.00940, 1.58914, 3.05225], [-2.37649, 3.25143, 1.18567], [-3.44927, 2.62149, 0.30557], [0.97786, 4.11685, -2.26686], [2.12625, 2.39885, 2.82175], [-3.31454, 0.88206, -2.86085], [-3.47372, -2.63561, 1.23380], [0.72878, -3.42197, -3.54031], [4.43893, -0.60414, -0.46083], [-0.36333, -0.79660, 5.08209], [3.37712, 4.66262, -1.29131], [-2.84472, 2.13714, -0.92124], [-4.00438, -1.89751, -0.03552], [-2.40550, 0.12681, 5.67531], [0.72638, -2.30562, -4.53786], [2.03450, -4.54470, -1.87815], [2.52268, 3.79355, -2.18274], [-0.19777, -2.95777, 4.09176], [-4.20939, -3.99611, 1.44259], [4.34287, 6.77748, -1.30277], [-2.74058, -2.89018, -1.82407], [0.23611, -1.48475, 3.90331], [1.68311, -2.52105, -5.75008], [2.96930, 3.97260, -3.16236], [2.00083, -1.21959, -3.47654], [2.69444, -2.55527, -5.48569], [4.31020, 4.08058, -1.16162], [3.29175, -1.26774, 1.18111], [2.90641, -1.96361, -0.89812], [2.61858, 1.56011, 0.89195], [4.64537, 7.62972, -1.86047], [3.09462, -4.73602, -1.58227], [-0.00333, -3.17944, -2.80603], [-2.42385, -2.89234, 1.03678], [0.37181, 1.76985, 3.84604], [-0.30976, -2.25457, -4.99843], [0.67501, 1.05334, 2.26962], [5.26438, 6.25764, -1.00927], [-2.36779, 0.33545, -2.64441], [-2.58880, -1.28502, 2.52069], [-3.37240, 0.44236, 5.23938], [-3.80454, -4.47092, 2.32999], [-3.43994, 0.72357, 1.02469], [1.50701, -4.38190, -0.93089], [-2.74385, 3.50217, 2.15732], [-1.49686, 2.65067, 1.40974], [4.09988, -1.64546, -2.20549], [0.53941, -0.66183, -3.13337], [-2.10403, 4.18565, 0.69328], [3.45910, 1.90633, -2.15848], [0.23288, -3.28605, 5.02450], [1.54131, -3.57638, -6.20412], [4.10150, 0.07782, 1.57418], [-3.37010, -1.00739, -0.18234], [-4.31684, 3.28411, 0.02183], [0.41155, 3.74722, -1.43021], [-4.07831, -4.60443, 0.52990], [0.11176, -3.62213, 3.27993], [-5.05831, -1.60886, 0.11172], [1.45207, -1.79797, -6.54170], [1.87538, 1.86545, -1.60031], [3.57020, 2.80951, 1.53287], [-4.02093, 0.11370, -3.30209], [0.50637, 3.58755, -3.07612], [-2.71345, -0.75809, 6.29887], [1.93392, -0.38496, 3.41236], [-3.04393, 1.47013, -3.63607], [-1.94206, 0.89682, 6.21414], [-0.18787, -0.97549, 3.06611], [-4.85596, 1.22870, 0.43667], [-1.24576, -3.14052, 4.10410], [-5.24884, -3.78802, 1.60717], [-1.99560, 1.46560, -0.82110], [0.88029, 5.24911, -2.35581], [-4.19644, -0.95295, 2.32141], [2.25810, -1.94372, 3.31360], [-0.48669, -1.52351, 5.92512], [1.76862, -5.48673, -2.31285], [0.24183, 0.05507, 5.47826], [3.86895, 7.11505, -0.37026], [-2.35667, -2.04886, -2.35154], [2.80291, 4.91694, -0.33495], [-2.06756, -3.28373, -1.08075], [0.48806, -4.41869, -4.02314], [-2.48704, 2.94797, -1.58260], [-2.94848, -3.65151, -2.55363]],
  "forces_ev_per_angstrom": [[-0.06, -0.49, -1.80], [0.50, 0.16, 0.09], [0.02, 0.68, -0.45], [-0.22, -0.01, 0.54], [-2.12, -0.15, -0.05], [-0.19, 0.33, 0.39], [-0.31, -0.25, 0.43], [-0.50, -0.78, -1.23], [-0.46, 0.64, 0.30], [-0.44, 0.30, -0.60], [-0.04, 0.35, -0.99], [-0.16, 0.00, -0.91], [-1.51, 0.68, -0.58], [0.02, -0.28, -0.14], [-1.12, 0.75, 2.17], [-0.93, 0.77, 1.11], [-0.26, 0.90, 0.08], [-0.62, -0.32, 0.45], [-1.34, 0.01, 0.48], [0.66, 0.28, -0.36], [0.27, 0.95, 0.09], [-0.37, 0.92, -0.49], [-0.75, -0.24, 1.32], [1.67, 1.53, 0.09], [0.02, -0.34, 1.43], [0.26, -4.08, 1.45], [-0.07, -0.06, -1.15], [0.71, -1.69, 0.13], [-0.42, -1.90, 1.28], [0.40, 0.65, 1.60], [-1.62, 0.74, 0.59], [1.57, 0.20, -3.44], [0.50, -0.55, -0.04], [-2.48, -2.24, -0.38], [0.21, 0.72, -1.06], [1.58, -0.32, 0.45], [-1.29, -1.16, 0.34], [1.39, 0.06, -1.45], [0.84, 1.22, -0.32], [0.78, -0.73, 1.72], [-1.13, -1.07, 0.62], [1.61, -0.83, 0.17], [-2.27, -2.05, -0.77], [-0.21, -0.40, -0.36], [1.27, -0.08, 0.62], [1.60, 0.57, 0.57], [-0.15, 0.69, 0.40], [-0.10, -0.18, -0.65], [1.52, 0.51, -1.20], [-0.26, 0.39, 0.75], [-0.18, 0.64, -0.93], [-0.52, 0.64, -0.28], [-0.89, -0.04, 0.72], [-0.09, 0.18, 0.08], [0.94, 0.13, -1.04], [0.96, 0.15, 0.84], [-0.19, -0.13, 0.05], [0.19, 0.17, 0.15], [-0.36, -0.07, 0.04], [0.45, 0.24, 0.05], [0.61, 0.28, 0.07], [0.06, -0.27, 0.02], [0.69, -0.74, 0.01], [-0.42, 0.36, -0.38], [-0.66, 0.25, 0.59], [0.03, -0.34, -0.64], [-0.27, -0.02, -0.20], [0.11, -0.73, -0.69], [0.53, 0.05, 0.15], [-0.54, 0.16, 0.31], [0.20, -0.37, 0.24], [-0.20, 1.50, 0.62], [0.59, 0.33, -0.94], [-0.34, -0.17, -0.04], [1.09, -0.06, 0.52], [0.13, 0.10, 0.95], [-0.11, 0.15, 0.54], [0.51, 0.10, 0.00], [0.32, 0.03, 0.06], [0.35, -0.06, 0.33], [-0.25, -0.18, -0.32], [-0.14, -0.43, 0.03], [0.40, 0.89, 0.93], [0.12, 0.09, -0.84], [0.46, 0.87, 0.22], [-0.30, 0.01, 0.33], [0.55, 2.91, -2.39], [0.63, 1.17, 1.07], [-0.55, -0.18, -0.95], [-0.41, -0.52, -0.28], [-1.11, 0.58, 0.32], [-0.74, -0.10, 0.05], [0.31, -0.05, 0.74], [-0.21, -1.50, -0.01], [0.68, -0.92, -0.17], [-0.48, -0.50, 0.01], [0.09, 0.54, -0.29], [-0.75, -0.71, -0.30], [-0.18, -0.42, -0.34], [-0.06, 0.07, -0.02], [0.38, 1.09, -0.08], [1.08, -0.72, -0.67], [0.78, 0.02, 0.07], [0.21, 0.85, 0.46], [0.25, 0.32, 0.45], [0.25, -0.51, -0.47]],
  "lowdin_charge": [0.70, -0.33, 0.02, -0.38, -0.18, -0.35, -0.36, -0.01, -0.20, -0.21, -0.21, -0.20, 0.06, 0.13, 0.15, 0.06, 0.14, 0.06, 0.06, 0.05, 0.15, -0.04, -0.44, -0.04, -0.61, -0.12, -0.42, -0.20, -0.64, -0.26, -0.23, -0.25, -0.19, -0.12, -0.42, -0.14, -0.40, -0.05, -0.05, -0.15, -0.10, -0.39, -0.07, 0.13, 0.03, 0.04, 0.13, 0.05, 0.09, 0.06, 0.07, 0.10, 0.08, 0.12, 0.12, 0.15, 0.04, 0.09, 0.09, 0.03, 0.10, 0.06, 0.02, 0.08, 0.06, 0.07, 0.08, 0.05, 0.08, 0.08, 0.07, 0.10, 0.07, 0.09, 0.16, 0.05, 0.08, 0.07, 0.13, 0.07, 0.02, 0.10, 0.12, 0.06, 0.10, 0.02, 0.04, 0.07, 0.09, 0.06, 0.06, 0.06, 0.10, 0.10, 0.08, 0.05, 0.13, 0.07, 0.13, 0.09, 0.06, 0.15, 0.08, 0.14, 0.14, 0.08],
  "e_lumo_ev": 2.5777,
  "homo_lumo_gap_ev": 9.11,
  "total_charge": -1
}